This record from the Open Molecules 2025 dataset describes C2H8N2O4S2 in the gas phase. The level of theory is the ωB97M-V functional and the def2-TZVPD basis.

## Properties
Kohn-Sham gap = 9.6 eV
Highest occupied orbital energy = -0.367 Eh
Multiplicity = 1
Energy above the lowest of the compared OMol25 structures with the same formula, charge and spin = 0.00 kcal/mol
SMILES = CN(C)S(=O)(=O)S(N)(=O)=O

```
18
Properties=species:S:1:pos:R:3:forces:R:3:nbo_charge:R:1
C 0.419524 -1.692246 -1.221404 5.44 -3.43 0.96 -0.4173
N 0.344595 -1.446748 0.203101 1.06 2.16 -0.85 -0.6204
C -0.999865 -1.613307 0.605577 -2.34 2.97 3.85 -0.4530
S 1.008483 0.052368 0.632860 -0.79 -1.62 1.07 2.0280
O 1.120826 -0.002985 2.060482 -0.74 0.96 0.00 -0.8996
O 2.203326 0.212624 -0.107123 0.73 0.74 -1.14 -0.9205
S -0.519545 1.689851 -0.110434 -1.49 -1.35 -0.11 1.9979
N 0.273450 3.094221 0.144177 1.18 0.95 -0.48 -1.0834
O -0.856512 1.271100 -1.489737 1.58 1.46 2.42 -0.8796
O -1.613648 1.783046 0.837090 1.03 -0.44 -0.51 -0.9088
H 1.246088 -1.172788 -1.746787 -0.52 -0.33 0.58 0.2407
H 0.627278 -2.827062 -1.265096 -0.34 1.63 -0.45 0.2040
H -0.450734 -1.492738 -1.620501 -4.39 1.06 -2.50 0.1860
H -1.293434 -2.638726 0.652035 -0.03 -0.70 0.07 0.2203
H -1.087576 -1.092830 1.703543 0.03 -1.73 -2.38 0.2357
H -1.770111 -1.024388 0.020626 0.91 -0.70 0.13 0.1974
H 0.281380 3.439122 1.124387 -0.32 -0.68 -1.06 0.4407
H 1.066476 3.461486 -0.422797 -1.01 -0.97 0.41 0.4320
```
Forces are in eV/Å.

***

This record from the Open Molecules 2025 dataset describes a molecular structure, C23H31Br2N6OPPt. The level of theory is the ωB97M-V functional and the def2-TZVPD basis.

## Properties
Kohn-Sham gap = 6.8 eV
Highest occupied orbital energy = -0.506 Eh
Net charge = +2
Multiplicity = 1
Energy above the lowest of the compared OMol25 structures with the same formula, charge and spin = 0.00 kcal/mol

```
65
Properties=species:S:1:pos:R:3:forces:R:3:nbo_charge:R:1
Pt -0.940817 -0.245501 0.470333 0.27 0.02 -0.24 1.0198
Br -8.072078 0.362565 -1.009387 0.02 0.00 0.01 0.1509
C -6.365737 -0.185352 -0.455858 0.02 -0.01 0.00 -0.0687
C -5.474787 0.750682 0.054989 -0.02 -0.02 0.00 -0.2067
C -4.213073 0.346249 0.450998 -0.06 -0.05 0.11 -0.2196
C -3.854377 -0.991630 0.344801 -0.14 0.10 -0.10 0.1400
C -4.745313 -1.930079 -0.165949 0.06 0.02 -0.06 -0.2274
C -6.004769 -1.523648 -0.566138 -0.04 0.03 -0.01 -0.2115
N -2.553723 -1.378618 0.774210 0.18 0.00 0.06 -0.3860
C -2.362486 -2.467053 1.424621 0.01 0.12 0.11 0.1381
C -0.992191 -2.778091 1.787336 -0.01 -0.07 -0.05 0.1072
C -0.604073 -3.950682 2.401506 -0.02 0.02 0.00 -0.1701
C 0.750905 -4.184789 2.604107 0.02 0.02 -0.02 -0.1117
C 1.659841 -3.245444 2.155431 -0.01 -0.03 0.02 -0.2103
C 1.203956 -2.078458 1.557712 0.10 0.08 0.03 0.0759
N -0.093979 -1.834034 1.406461 -0.28 0.19 -0.03 -0.4115
H -5.771585 1.785591 0.149819 0.00 0.00 0.00 0.2496
H -3.530716 1.064466 0.887663 -0.01 -0.04 -0.01 0.2306
H -4.455501 -2.965688 -0.293498 0.03 0.00 0.02 0.2283
H -6.703324 -2.239986 -0.974841 0.00 0.00 0.00 0.2525
H -3.185961 -3.112962 1.706023 -0.02 0.00 -0.03 0.2392
H -1.352124 -4.671468 2.701934 0.00 0.00 0.00 0.2568
H 1.085133 -5.093693 3.085090 0.00 0.00 0.00 0.2589
H 2.724287 -3.397357 2.263526 0.00 0.00 0.00 0.2569
H 1.888454 -1.325646 1.202009 0.02 0.09 0.00 0.2453
C 2.038176 1.650547 3.150785 -0.01 -0.05 0.00 -0.4140
N 2.590375 0.899384 2.017251 0.08 0.17 -0.06 -0.8211
C 3.837724 0.205731 2.321037 -0.05 -0.10 0.00 -0.4142
P 2.081008 1.348528 0.521249 0.08 0.00 0.09 2.4884
O 0.597265 1.094539 0.318162 -0.12 -0.32 -0.11 -1.1407
N 2.940100 0.425022 -0.547142 -0.06 0.03 0.03 -0.8268
C 4.293389 0.886357 -0.881151 0.00 0.00 0.02 -0.4182
C 2.273616 -0.220695 -1.679208 0.00 0.01 -0.03 -0.4037
N 2.310430 2.960454 0.385385 -0.02 -0.08 0.14 -0.8220
C 1.500769 3.824558 -0.469063 0.03 -0.07 -0.09 -0.4060
C 3.488203 3.620682 0.945570 0.00 0.01 0.01 -0.4061
H 1.890711 0.969483 3.989850 -0.01 0.01 -0.01 0.2144
H 1.075508 2.082208 2.883275 0.00 0.01 0.01 0.2231
H 2.708743 2.452118 3.469636 0.00 0.00 0.01 0.2047
H 3.683137 -0.426278 3.198197 0.01 0.01 -0.01 0.2107
H 4.649274 0.901596 2.553058 0.00 0.00 0.00 0.2046
H 4.139591 -0.423244 1.486676 0.00 0.01 0.01 0.2201
H 4.798291 1.286182 -0.003091 0.00 0.01 -0.01 0.2125
H 4.272425 1.660427 -1.653605 0.01 -0.01 0.00 0.2040
H 4.877292 0.042336 -1.247447 0.01 0.00 0.01 0.2238
H 1.284270 -0.570559 -1.396139 -0.03 -0.01 0.00 0.2057
H 2.871247 -1.077012 -1.993568 0.00 0.00 -0.01 0.2146
H 2.171864 0.458812 -2.531901 0.00 -0.01 0.01 0.1981
H 0.622495 3.290118 -0.818186 0.03 0.02 0.00 0.2189
H 2.076214 4.169436 -1.331553 -0.01 0.01 0.00 0.2024
H 1.179642 4.696376 0.103249 -0.01 0.00 -0.01 0.2126
H 4.019342 2.960339 1.627872 0.01 0.00 -0.02 0.2053
H 3.179957 4.507534 1.501950 0.00 0.00 -0.01 0.2178
H 4.177141 3.929041 0.155988 0.00 0.01 0.00 0.2079
Br -1.865738 2.112105 -1.355398 -0.02 -0.16 0.20 0.1342
C -1.796922 0.721537 -2.646817 -0.05 -0.08 -0.08 0.1479
C -1.942577 0.991302 -3.994532 -0.03 0.05 0.03 -0.2556
C -1.901538 -0.097021 -4.852870 0.00 -0.01 0.01 -0.1203
C -1.723226 -1.372386 -4.333409 -0.02 0.01 0.00 -0.2357
C -1.582478 -1.515913 -2.965668 0.02 0.00 -0.02 0.0468
N -1.615565 -0.474561 -2.128233 0.06 0.05 0.11 -0.5227
H -2.089399 1.998764 -4.354543 0.00 0.00 0.00 0.2550
H -2.012837 0.052307 -5.918402 0.00 0.00 0.00 0.2497
H -1.696800 -2.239767 -4.977164 0.01 0.00 0.00 0.2495
H -1.437079 -2.489762 -2.512996 0.01 0.01 -0.01 0.2076
```
Forces are in eV/Å.

***

This record from the Open Molecules 2025 dataset describes a gas-phase ion, C3H4N3O2 (charge -1). The level of theory is the ωB97M-V functional and the def2-TZVPD basis.

## Properties
Kohn-Sham gap = 8.3 eV
Highest occupied orbital energy = -0.147 Eh
Net charge = -1
Multiplicity = 1
Energy above the lowest of the compared OMol25 structures with the same formula, charge and spin = 55.31 kcal/mol
SMILES = [H]/N=C(\[O-])[C@H](C#N)NO

```
12
Properties=species:S:1:pos:R:3:forces:R:3:nbo_charge:R:1
H -0.993299 1.968399 -1.487008 0.84 -1.04 1.56 0.3435
N -0.713962 1.106445 -0.926996 0.06 1.16 -1.82 -0.9473
C 0.205969 1.180592 -0.026350 -0.35 -0.38 2.13 0.6445
O 0.753218 2.006390 0.741085 -0.26 -0.77 -1.40 -0.7443
C 0.455531 -0.552870 0.526737 -0.79 2.25 -1.90 -0.3351
C 1.749605 -0.819947 -0.024934 -0.43 -0.12 -0.09 0.3076
N 2.728698 -0.925389 -0.615327 0.60 -0.27 -0.07 -0.4018
N -0.618398 -1.371246 -0.003775 1.54 -1.74 -1.09 -0.3318
O -1.834007 -0.905937 0.497846 -0.01 -0.18 0.76 -0.5749
H 0.411414 -0.433632 1.574678 0.15 -0.27 1.19 0.2263
H -0.617396 -1.212748 -1.030512 -0.23 0.32 0.84 0.3530
H -1.527368 -0.040056 0.774557 -1.11 1.03 -0.11 0.4604
```
Forces are in eV/Å.